Density functional theory data (the ωB97M-V functional and the def2-TZVPD basis) for a structure of composition C31H18IN9O2S3ScSe in a non-equilibrium geometry.

Last column: natural (NBO) charge in e.
Element x y z (Å)
1 C -3.22032 -3.80783 -0.90768  -0.269
2 S 2.00738 2.04227 -3.03898  0.009
3 C -3.22922 2.19077 1.72812  0.119
4 C 1.77878 -2.08003 2.74462  -0.059
5 C -2.09772 -3.28853 -0.30048  -0.212
6 N -1.00162 1.31597 -1.66408  -0.457
7 C 3.96338 3.33787 -1.55228  -0.453
8 C -1.55682 1.36677 -2.98228  -0.239
9 O 0.98008 -4.19133 3.66702  -0.712
10 C -3.02682 1.51457 -3.09128  -0.085
11 H 1.14758 -4.51053 2.77282  0.467
12 C -3.62412 -3.33643 -2.15318  -0.187
13 C -2.90362 -2.34863 -2.77698  -0.248
14 C -1.83402 1.89887 1.84842  -0.121
15 H -3.17472 -1.99123 -3.76028  0.221
16 N 4.67718 4.51807 0.59622  -0.354
17 C -1.13812 1.52367 0.68142  0.257
18 H 0.86418 -2.44273 4.64292  0.191
19 H 1.89338 1.20727 1.81672  0.221
20 C -1.12022 0.00847 -3.69858  0.107
21 C 2.46838 -0.89473 0.74232  0.380
22 C -1.79202 1.50487 -0.62228  0.197
23 H 0.80418 1.75927 3.95192  0.231
24 C -1.14012 1.94787 3.06032  -0.118
25 C -3.79472 1.66057 -1.99788  -0.208
26 S 1.28828 3.49187 -0.85548  0.076
27 N -4.04882 2.54987 2.69912  -0.604
28 H -0.25302 -2.57263 3.27712  0.160
29 C 4.97638 3.02647 -2.47408  0.301
30 C 0.82328 1.36507 1.84282  0.099
31 H -0.20532 -2.94323 1.27472  0.171
32 I 2.22848 -1.80303 -3.36788  -0.467
33 C -1.73972 -1.82213 -2.18558  0.188
34 N -0.95602 -0.99263 -2.89588  -0.705
35 H 5.71448 0.06057 1.20662  0.228
36 N -5.18432 2.38647 0.54082  -0.623
37 C 4.82268 -0.06093 0.60192  -0.646
38 H 4.47808 0.91497 0.26172  0.232
39 H -3.77162 -4.59553 -0.41728  0.206
40 H -4.49382 -3.75443 -2.63858  0.207
41 Se -0.68422 0.09927 -5.42918  -0.017
42 C 2.65118 2.99767 -1.75458  -0.245
43 C 0.77188 -2.79313 3.61132  -0.085
44 N -0.18442 -1.69523 -0.36558  -0.534
45 C 4.35528 4.00977 -0.38408  0.309
46 S -5.53362 2.75267 2.07922  0.893
47 H -3.43302 1.49037 -4.09268  0.235
48 C -1.32892 -2.28923 -0.90658  0.099
49 H 3.29438 -2.12433 4.25952  0.189
50 N 5.82548 2.83017 -3.22348  -0.332
51 C 0.21408 1.69967 3.05082  -0.243
52 H -1.68132 2.18507 3.96462  0.234
53 C 3.02748 -1.81293 3.25732  -0.018
54 Sc 0.86068 -0.04043 -1.58488  1.446
55 C 1.48248 -1.67243 1.41702  -0.192
56 C -3.18172 1.74307 -0.71308  -0.073
57 C 3.74938 -0.74883 1.37562  0.187
58 C -3.88952 2.09037 0.45642  0.174
59 O 2.28058 -0.34213 -0.39908  -0.802
60 H 5.05098 -0.65073 -0.28638  0.242
61 C 0.29408 -2.12043 0.76452  0.160
62 H -1.02862 2.14867 -3.55368  0.288
63 H -4.86752 1.75457 -2.05778  0.234
64 H -1.82042 -3.69743 0.65862  0.197
65 N 3.99668 -1.19673 2.57662  -0.401
66 N 0.16958 1.22657 0.70302  -0.445

M	895.6	g mol⁻¹
E_tot	-6490.04529	Ha
total charge	-1
lowest unoccupied orbital energy (alpha / beta)	-0.56 / 0.30	eV
orbital gap (alpha / beta)	4.55 / 5.40	eV

=====

Density functional theory data (the ωB97M-V functional and the def2-TZVPD basis) for a structure of composition C31H19Cl4N3O8PtS4.

Last column: Löwdin spin population.
Element x y z (Å)
1 C 1.55696 -3.50529 -0.96782  0.001
2 C -1.70784 -3.10248 3.70408  0.000
3 C -0.89496 -0.41016 -2.45374  0.115
4 O -3.96484 1.19104 -7.19754  0.000
5 H -3.34285 5.77207 -0.68679  0.000
6 C -1.31232 -2.82300 1.36040  0.008
7 C 2.48701 -2.72246 -0.01113  0.002
8 C -1.01217 0.04378 -3.72622  0.038
9 C -2.98312 4.75284 -0.71711  0.000
10 H -1.96997 4.62802 1.25247  0.000
11 Cl -2.43454 -3.65588 6.25539  0.000
12 C -1.39663 1.62433 -7.50986  -0.006
13 C -1.56673 -2.78126 5.01858  0.000
14 H -2.02160 3.07162 5.37625  0.000
15 N -0.41799 2.03967 -8.32330  0.082
16 C 0.81043 1.92184 -7.82760  0.007
17 C 0.12683 0.47590 -4.46246  0.207
18 H 1.61990 2.25661 -8.47309  -0.001
19 O 2.19456 -1.47634 0.17622  0.018
20 C 1.37235 0.35467 -3.77995  0.036
21 O -1.28174 0.58233 0.30367  0.020
22 H -2.36163 -3.91427 3.41048  0.000
23 C 1.43692 -0.11059 -2.50634  0.096
24 C 0.41220 2.24002 0.69198  0.037
25 C 2.81696 2.76233 0.89231  0.014
26 H -3.72255 4.10479 -2.68476  0.000
27 C -1.90766 2.84769 0.04049  0.001
28 O 0.50406 -0.56288 2.23822  0.010
29 H 0.65638 -2.96875 -1.22691  0.001
30 Cl 2.42840 -3.78264 -2.49158  0.002
31 S -2.50463 2.36903 -1.49301  0.003
32 Pt 0.37986 -0.52791 0.18782  0.732
33 C -2.08577 2.50210 4.45954  0.000
34 H -1.98448 0.09458 -4.19752  0.000
35 C -2.88688 1.41507 4.29747  0.000
36 H -1.75606 -0.70865 -1.87237  0.006
37 S -3.09111 1.82800 -8.16599  0.000
38 H 3.07022 2.83635 -1.25358  0.000
39 Cl 1.06033 -5.04683 -0.22904  0.001
40 H -1.96701 -3.70626 1.30903  0.007
41 C 1.08753 1.41753 -6.57666  0.059
42 C -0.02591 -1.04037 4.44556  0.001
43 C -0.70954 -1.73802 5.39649  -0.001
44 S 1.54316 2.42686 1.97824  0.002
45 O 3.45726 -3.28051 0.45201  0.002
46 C -3.19367 3.90854 -1.76570  0.001
47 H 3.80725 2.95898 1.27094  0.001
48 O -3.23040 3.27749 -8.24036  -0.002
49 H 0.50768 2.31466 -1.46330  0.001
50 H -0.63199 3.61463 3.21351  0.000
51 H 2.30289 0.62644 -4.25989  0.001
52 C -2.24290 4.13757 0.32851  0.001
53 H -3.54796 0.96513 5.02116  0.000
54 O -0.95215 -2.35532 0.28191  0.130
55 H 2.10790 1.34844 -6.22712  0.005
56 C -0.15227 -1.30397 3.03934  0.001
57 C 2.41542 2.69017 -0.40710  0.002
58 C -1.02073 -2.38552 2.69950  0.002
59 C -0.00536 1.00461 -5.79464  0.045
60 S -2.72782 0.73535 2.73422  0.000
61 O -3.04293 1.16013 -9.45846  -0.002
62 H -0.59144 -1.48004 6.43981  0.000
63 C -1.32114 2.78665 3.29239  0.000
64 C -1.54787 1.89893 2.28355  0.000
65 Cl 1.01725 0.24937 4.93541  0.000
66 C -1.06360 1.86478 0.84488  0.005
67 N 0.32154 -0.50702 -1.80448  0.192
68 N -1.25526 1.12351 -6.29817  0.066
69 C 1.03395 2.39680 -0.52154  0.041
70 H 2.37765 -0.20663 -1.98040  0.006

M	1026.7	g mol⁻¹
E_tot	-5511.83314	Ha
total charge	-2
lowest unoccupied orbital energy (alpha / beta)	3.05 / 2.64	eV
multiplicity	3
orbital gap (alpha / beta)	3.97 / 5.85	eV

=====

Density functional theory data (the ωB97M-V functional and the def2-TZVPD basis) for a structure of composition C31H20BrF4IrN2O2P in a non-equilibrium geometry.

Last column: Löwdin spin population.
Element x y z (Å)
1 H 2.92189 -8.45138 15.75129  0.001
2 C 4.49966 -8.46357 18.70545  0.067
3 H 5.74361 -0.12077 23.42001  0.007
4 C 4.25805 -8.73044 17.39120  0.199
5 H 4.57577 -2.18129 16.03015  0.001
6 C 0.90298 -5.88552 25.14330  0.246
7 H 3.41136 0.01802 16.07490  0.002
8 C 5.04095 -2.11586 23.06786  0.010
9 C 3.62299 -0.16301 22.98844  0.076
10 C 3.57859 -2.77608 17.84187  0.073
11 H 4.53695 -6.87646 20.16023  0.001
12 C 3.27621 -8.07703 16.69482  0.057
13 C 2.71444 -2.32693 22.48499  0.179
14 H -2.70106 -1.70282 19.70895  0.000
15 C 4.00981 -4.13637 17.73562  0.355
16 H 0.00113 -1.99199 23.79320  0.000
17 C 2.52599 -0.94003 22.55977  0.026
18 N 3.43247 -5.00874 18.52085  0.311
19 C 1.11449 -4.81065 22.98636  0.027
20 C -2.49278 -1.00147 21.75499  0.008
21 C 3.96206 -2.90155 22.67167  0.104
22 H 5.04378 -9.21888 19.27719  0.001
23 C -0.93018 -2.48659 20.63748  0.007
24 O 5.31037 -10.89641 17.63153  0.296
25 C 2.78590 -6.93504 17.18526  0.064
26 C 3.88067 -1.89583 16.82762  0.066
27 H 3.51607 0.88393 23.17385  0.002
28 H 1.78148 -0.89707 19.92583  0.001
29 C 4.24198 -7.21682 19.16047  0.030
30 H 4.10538 -3.94481 22.47916  0.006
31 H 1.65204 -0.39337 22.16776  -0.001
32 C 1.02074 -4.72918 24.36252  0.102
33 F 0.86265 -8.49610 22.52896  0.009
34 C -1.69240 -1.10635 22.91281  0.001
35 H -2.10551 -0.64111 23.81859  0.000
36 H -3.30974 -0.31663 21.70271  0.000
37 C 4.70878 -10.12409 16.90966  0.020
38 C -2.13031 -1.73165 20.63283  0.005
39 C -0.56156 -1.88289 22.89345  0.007
40 C 0.84226 -7.25769 23.15581  0.039
41 H 6.01653 -2.60926 23.19732  -0.002
42 C 3.43148 -6.40422 18.32009  0.216
43 P 1.43491 -3.36692 21.86030  0.090
44 C 2.60391 -0.25633 18.05324  0.075
45 N 2.80317 -2.43149 18.88595  0.123
46 H 2.07811 -6.37646 16.59323  0.000
47 H -0.65267 -2.95026 19.71028  0.006
48 C 1.03061 -6.10820 22.39575  0.239
49 C 4.88596 -0.73180 23.16433  0.177
50 C 0.77074 -7.14555 24.56896  0.050
51 C -0.12870 -2.55357 21.74374  0.022
52 F 0.77828 -8.23979 25.32233  0.017
53 C 3.30818 -0.65316 16.88470  0.067
54 F 1.10272 -3.52165 24.90865  0.034
55 C 2.36694 -1.17907 19.01877  0.064
56 F 0.93312 -5.78988 26.49446  0.115
57 H 2.25383 0.77622 18.19518  0.002
58 Br 1.58844 -6.29284 20.56144  0.129
59 Ir 2.41499 -4.00651 19.96154  1.142
60 H 4.75917 -4.42374 17.01179  0.016
61 H 3.46417 -9.96688 15.36750  -0.001
62 O 4.29805 -10.40470 15.65435  0.012

M	831.6	g mol⁻¹
E_tot	-4870.60230	Ha
total charge	+4
lowest unoccupied orbital energy (alpha / beta)	-12.52 / -16.62	eV
multiplicity	6
orbital gap (alpha / beta)	4.89 / 3.08	eV

=====

Density functional theory data (the ωB97M-V functional and the def2-TZVPD basis) for a structure of composition C31H20F5N9O2S2SeZn.

Last column: Löwdin charge in e.
Element x y z (Å)
1 C 4.49290 -1.92614 1.21853  -0.037
2 C -5.97684 0.11132 -0.64329  -0.151
3 N -1.36262 -1.82321 -1.38334  -0.061
4 H 1.03842 1.16828 4.01490  0.112
5 H -0.41891 6.13459 -1.00537  0.121
6 H -2.15421 -4.25828 -3.51758  0.061
7 C -2.22791 3.29002 -1.27852  -0.098
8 O 0.48142 -4.78774 1.02980  -0.355
9 H 4.36419 1.24071 -1.21916  0.120
10 C 1.47121 -0.49911 -1.41173  -0.075
11 C 2.95683 -3.73993 -0.21062  -0.060
12 H 3.52046 -1.11180 -1.51703  0.098
13 C -0.75653 -2.76613 -0.65922  -0.718
14 Se 3.97210 5.62031 -0.68518  1.114
15 C -1.78418 -3.65614 -2.70535  -0.399
16 C -1.29659 -0.45668 2.47870  -0.379
17 N -1.27438 2.37666 -1.22378  0.112
18 N -0.12842 -2.41063 0.46057  -0.136
19 N 6.38768 -2.39787 -0.20859  0.103
20 H -1.91662 -2.47647 2.44464  0.073
21 N 2.18912 5.70175 -0.77652  -0.223
22 S 0.73268 -3.40006 1.34959  0.557
23 F -5.63174 2.71224 1.83406  0.107
24 H 0.66562 1.80432 1.37780  0.095
25 C 5.05586 -2.59397 0.12817  -0.345
26 H 2.74587 -1.65973 2.43985  0.109
27 N -0.58850 -0.17617 3.58931  0.123
28 C -3.58962 0.49400 -0.25008  -0.066
29 H 6.81965 -1.55251 0.12278  0.087
30 C -4.63609 -0.14878 -0.88020  -0.244
31 C -6.31790 1.08014 0.28244  -0.143
32 H -2.96784 -1.36663 1.54384  0.064
33 F -3.07124 2.17180 1.35018  0.049
34 C -5.31334 1.76203 0.94511  -0.153
35 C 0.34536 4.13025 -1.03373  -0.085
36 S -0.89345 -4.34938 -1.38788  1.061
37 C 3.30691 1.01237 -1.25079  0.027
38 F -4.38731 -1.09918 -1.80857  0.057
39 C 2.84676 -0.27315 -1.41577  -0.008
40 C -2.36548 -1.48438 2.44187  0.010
41 C -0.00629 2.78535 -1.12317  -0.154
42 H -2.79377 5.36127 -1.26581  0.113
43 H 4.69858 -4.04088 -1.42191  0.113
44 H -0.64601 -0.70528 4.44213  0.167
45 C 3.18116 -2.16576 1.58808  -0.056
46 C 0.14785 1.07902 1.97961  -0.107
47 H 2.36027 -4.46671 -0.74715  0.110
48 C 2.37876 2.04758 -1.12931  -0.090
49 C -1.97368 4.65941 -1.21502  -0.016
50 H 6.66790 -2.66192 -1.13743  0.088
51 C 2.76777 3.44629 -0.97149  -0.337
52 C 4.26786 -3.50126 -0.58608  -0.043
53 C 1.02400 1.72947 -1.16122  -0.169
54 H -3.02035 -1.38770 3.30949  0.092
55 C 0.34591 0.78464 3.28807  -0.069
56 F -6.94153 -0.54771 -1.29466  0.112
57 C -3.99411 1.44800 0.66462  -0.278
58 H -3.24001 2.91507 -1.36883  0.113
59 N -0.87341 0.29915 1.48255  0.038
60 H 1.07569 -1.49750 -1.52093  0.097
61 O 0.61105 -2.97439 2.72489  -0.319
62 N 4.00531 3.84203 -0.86763  -0.224
63 C 1.75840 4.48022 -0.91988  -0.337
64 F -7.59909 1.35976 0.52961  0.120
65 N 0.58062 0.47085 -1.26838  0.104
66 H 5.09683 -1.22874 1.78787  0.112
67 Zn -1.54426 0.06294 -0.46105  0.721
68 C 2.40815 -3.07246 0.87622  -0.288
69 C -1.94013 -2.33431 -2.52652  -0.256
70 C -0.67136 5.08497 -1.07577  0.018
71 H -2.46543 -1.66808 -3.19073  0.104

M	854.0	g mol⁻¹
E_tot	-7313.17636	Ha
total charge	0
lowest unoccupied orbital energy	-1.16	eV
orbital gap	6.42	eV